No. 1
# C40H32BeN9O5P

A structure of composition C40H32BeN9O5P in a non-equilibrium geometry (ωB97M-V with the def2-TZVPD basis set, the OMol25 dataset).

Computed properties:
- HOMO level (alpha / beta) (eV) = -7.91 / -7.91
- E_LUMO (alpha / beta) (eV) = -1.35 / -1.35
- gap between HOMO and LUMO (alpha / beta) (eV) = 6.56 / 6.56
- electronic energy (a.u.) = -2768.4729

Cartesian coordinates (Å):
Be (-0.757, -0.363, -0.364)
O (6.429, 5.647, 1.389)
C (6.100, 6.085, 0.357)
O (5.795, 6.601, -0.678)
C (3.855, 2.217, -3.410)
C (3.239, 2.795, -4.428)
C (1.977, 2.118, -4.656)
N (1.662, 1.055, -3.918)
C (1.761, 0.030, -1.791)
C (2.433, 0.324, -0.659)
C (0.823, -1.074, -2.198)
O (1.153, -1.955, -3.002)
O (-0.427, -1.137, -1.632)
H (3.553, 3.638, -4.989)
H (1.293, 2.298, -5.539)
H (3.373, 0.741, -0.891)
C (3.479, -0.165, 1.519)
N (2.290, -0.040, 0.726)
C (1.207, -0.777, 1.261)
N (0.091, -0.954, 0.812)
C (2.555, 0.402, -3.020)
N (3.714, 1.245, -2.664)
C (3.380, 0.507, 2.927)
C (4.553, 0.602, 3.717)
C (4.638, 1.361, 4.904)
C (3.509, 2.012, 5.406)
C (2.305, 1.783, 4.692)
C (2.250, 1.112, 3.483)
C (1.138, 2.578, 5.041)
N (0.987, 3.362, 6.085)
N (-0.266, 3.997, 5.919)
C (-0.695, 3.799, 4.702)
O (0.174, 2.876, 4.105)
C (-1.747, 4.467, 3.976)
C (-2.902, 5.079, 4.540)
C (-4.006, 5.351, 3.726)
C (-3.979, 5.100, 2.391)
C (-2.769, 4.668, 1.788)
C (-2.726, 4.540, 0.266)
N (-2.136, 3.335, -0.170)
C (-1.885, 2.122, 0.383)
N (-1.433, 1.273, -0.526)
C (-1.306, 2.031, -1.670)
N (-1.698, 3.269, -1.530)
C (-1.632, 4.397, 2.562)
H (4.391, 0.308, 1.101)
H (3.668, -1.282, 1.774)
H (1.621, -1.251, 2.225)
H (2.891, -0.501, -3.535)
H (5.497, 0.169, 3.386)
H (5.552, 1.469, 5.430)
H (3.534, 2.667, 6.256)
H (1.277, 1.051, 2.980)
H (-2.906, 5.167, 5.607)
H (-4.957, 5.692, 4.150)
H (-4.808, 5.410, 1.823)
H (-2.139, 5.398, -0.123)
H (-3.733, 4.638, -0.232)
H (-2.109, 1.841, 1.415)
H (-0.799, 1.615, -2.561)
H (-0.743, 4.029, 2.110)
C (-4.572, -5.772, -1.698)
P (-3.626, -4.225, -1.784)
C (-2.810, -4.375, -3.425)
C (-3.240, -5.239, -4.410)
C (-2.571, -5.332, -5.625)
C (-1.673, -4.360, -5.989)
C (-1.225, -3.487, -4.985)
C (-1.867, -3.473, -3.756)
C (-2.181, -4.888, -0.827)
C (-2.201, -4.688, 0.556)
C (-1.103, -4.989, 1.384)
C (0.004, -5.568, 0.834)
C (0.046, -5.890, -0.516)
C (-0.997, -5.507, -1.346)
H (-5.329, -5.586, -2.479)
H (-4.840, -5.952, -0.644)
H (-4.031, -6.666, -1.992)
H (-4.144, -5.826, -4.198)
H (-2.752, -6.150, -6.323)
H (-1.363, -4.273, -7.034)
H (-0.353, -2.819, -5.174)
H (-1.540, -2.777, -2.963)
H (-3.066, -4.294, 1.036)
H (-1.138, -4.735, 2.477)
H (0.869, -5.880, 1.451)
H (0.947, -6.464, -0.880)
H (-0.828, -5.561, -2.436)

No. 2
# C40H32Br3N12O3S2Y

A structure of composition C40H32Br3N12O3S2Y (ωB97M-V with the def2-TZVPD basis set, the OMol25 dataset).

Computed properties:
- total charge = +2
- HOMO level (eV) = -12.85
- E_LUMO (eV) = -5.59
- gap between HOMO and LUMO (eV) = 7.26
- electronic energy (a.u.) = -10982.7914

Cartesian coordinates (Å):
Y (-0.108, -0.181, 0.536)
N (-1.151, 0.653, 5.054)
C (-0.286, 0.798, 4.054)
N (-0.759, 0.198, 2.976)
C (-1.949, -0.312, 3.404)
N (-2.229, -0.054, 4.659)
C (-2.817, -1.108, 2.528)
C (-4.051, -1.570, 2.964)
N (-4.832, -2.312, 2.189)
C (-4.364, -2.597, 0.979)
C (-3.132, -2.140, 0.534)
N (-2.352, -1.380, 1.307)
H (-1.083, 0.985, 6.004)
H (0.651, 1.322, 4.145)
H (-4.401, -1.332, 3.961)
H (-4.985, -3.204, 0.332)
H (-2.773, -2.374, -0.456)
Br (-6.993, -1.170, -2.554)
C (-5.507, -0.344, -1.753)
C (-4.285, -0.347, -2.411)
C (-3.176, 0.218, -1.801)
C (-3.305, 0.792, -0.547)
C (-4.532, 0.827, 0.095)
C (-5.643, 0.253, -0.508)
N (-2.131, 1.317, 0.107)
C (-2.179, 2.549, 0.400)
C (-1.095, 3.283, 1.080)
C (-1.255, 4.647, 1.253)
C (-0.257, 5.367, 1.894)
C (0.848, 4.678, 2.352)
C (0.918, 3.306, 2.136)
N (-0.018, 2.604, 1.505)
H (-4.199, -0.797, -3.391)
H (-2.215, 0.204, -2.302)
H (-4.621, 1.279, 1.077)
H (-6.601, 0.256, -0.007)
H (-3.063, 3.134, 0.141)
H (-2.151, 5.134, 0.889)
H (-0.351, 6.435, 2.041)
H (1.651, 5.181, 2.873)
H (1.779, 2.756, 2.496)
Br (2.304, -5.693, 4.360)
C (1.629, -4.255, 3.382)
C (0.481, -4.398, 2.625)
C (0.036, -3.297, 1.921)
N (0.647, -2.108, 1.939)
C (1.777, -1.988, 2.650)
C (2.296, -3.040, 3.386)
C (2.540, -0.710, 2.509)
C (3.670, -0.462, 3.270)
C (4.495, 0.593, 2.917)
Br (6.045, 0.930, 3.900)
C (4.178, 1.371, 1.818)
C (2.986, 1.105, 1.174)
N (2.159, 0.120, 1.523)
H (-0.050, -5.337, 2.572)
H (-0.850, -3.373, 1.306)
H (3.227, -2.949, 3.920)
H (3.940, -1.097, 4.099)
H (4.825, 2.168, 1.481)
H (2.669, 1.714, 0.338)
O (-0.893, -1.805, -1.230)
S (0.322, -1.683, -2.075)
O (0.162, -0.717, -3.128)
N (1.469, -1.347, -0.987)
C (2.472, -2.280, -1.017)
S (3.815, -2.301, -0.083)
C (2.179, -3.351, -2.038)
C (2.973, -4.426, -2.398)
C (2.505, -5.287, -3.382)
C (1.278, -5.077, -4.014)
C (0.481, -3.993, -3.676)
C (0.961, -3.169, -2.675)
H (3.929, -4.575, -1.915)
H (3.108, -6.138, -3.671)
H (0.946, -5.762, -4.783)
H (-0.463, -3.808, -4.170)
N (0.561, 1.445, -1.034)
C (1.126, 1.968, -1.903)
N (1.751, 2.542, -2.882)
C (2.053, 3.989, -2.864)
C (1.325, 4.646, -4.021)
O (1.666, 4.016, -5.236)
C (1.256, 2.661, -5.258)
C (1.966, 1.864, -4.184)
H (3.131, 4.101, -2.986)
H (1.753, 4.407, -1.904)
H (1.614, 5.692, -4.106)
H (0.240, 4.592, -3.860)
H (1.514, 2.266, -6.238)
H (0.169, 2.593, -5.126)
H (3.041, 1.841, -4.366)
H (1.586, 0.847, -4.117)

No. 3
# C40H32F5N8O4RbS3

A structure of composition C40H32F5N8O4RbS3 (ωB97M-V with the def2-TZVPD basis set, the OMol25 dataset).

Computed properties:
- total charge = -2
- HOMO level (eV) = -2.47
- E_LUMO (eV) = 3.72
- gap between HOMO and LUMO (eV) = 6.19
- electronic energy (a.u.) = -4000.6015

Cartesian coordinates (Å):
Rb (0.502, -0.210, -0.700)
C (0.217, -4.355, -2.665)
C (-0.088, -2.920, -3.007)
O (-0.981, -2.290, -2.455)
N (0.650, -2.383, -4.013)
C (0.567, -0.966, -4.339)
C (-0.789, -0.534, -4.826)
C (-1.379, -1.114, -5.945)
C (-2.632, -0.679, -6.335)
C (-3.252, 0.321, -5.601)
C (-2.580, 0.851, -4.510)
N (-1.373, 0.436, -4.131)
H (0.025, -4.511, -1.607)
H (1.248, -4.624, -2.892)
H (-0.454, -4.996, -3.242)
H (1.527, -2.827, -4.233)
H (1.331, -0.800, -5.099)
H (0.861, -0.358, -3.485)
H (-0.862, -1.903, -6.478)
H (-3.124, -1.117, -7.196)
H (-4.239, 0.681, -5.860)
H (-3.018, 1.625, -3.889)
S (0.922, -3.374, 0.596)
C (1.281, -2.728, 2.133)
N (2.440, -2.714, 2.697)
N (2.436, -1.905, 3.887)
C (2.719, -0.546, 3.681)
C (2.566, 0.060, 2.435)
C (2.771, 1.426, 2.292)
C (3.146, 2.207, 3.375)
C (3.317, 1.600, 4.616)
C (3.103, 0.243, 4.771)
N (0.166, -2.138, 2.854)
N (-0.175, -1.034, 2.424)
C (-1.211, -0.399, 3.179)
C (-1.331, -0.584, 4.553)
C (-2.296, 0.120, 5.252)
C (-3.139, 1.003, 4.585)
C (-3.013, 1.180, 3.215)
C (-2.041, 0.486, 2.509)
H (3.086, -2.316, 4.543)
H (2.298, -0.546, 1.581)
H (2.621, 1.874, 1.317)
H (3.291, 3.273, 3.260)
H (3.606, 2.194, 5.476)
H (3.212, -0.221, 5.747)
H (-0.649, -1.267, 5.043)
H (-2.387, -0.010, 6.324)
H (-3.888, 1.558, 5.137)
H (-3.667, 1.861, 2.683)
H (-1.947, 0.618, 1.436)
F (-2.509, 6.065, 3.018)
C (-2.531, 5.087, 2.090)
C (-1.407, 4.320, 1.844)
F (-0.290, 4.550, 2.551)
C (-1.442, 3.331, 0.880)
F (-0.319, 2.617, 0.694)
C (-2.578, 3.042, 0.111)
S (-2.573, 1.799, -1.087)
C (-3.690, 3.845, 0.399)
F (-4.841, 3.666, -0.272)
C (-3.677, 4.840, 1.357)
F (-4.779, 5.585, 1.581)
N (-3.452, -1.524, -0.662)
C (-3.630, -2.020, 0.615)
C (-2.837, -3.058, 1.113)
C (-3.021, -3.525, 2.403)
C (-4.000, -2.984, 3.229)
C (-4.794, -1.956, 2.735)
C (-4.620, -1.481, 1.447)
H (-3.626, -0.531, -0.763)
H (-2.612, -1.813, -1.146)
H (-2.020, -3.441, 0.512)
H (-2.354, -4.292, 2.778)
H (-4.118, -3.333, 4.247)
H (-5.544, -1.498, 3.371)
H (-5.222, -0.658, 1.076)
O (4.800, -2.123, -2.416)
S (4.144, -1.017, -3.062)
O (3.711, -1.257, -4.427)
N (2.961, -0.376, -2.189)
C (3.249, 0.867, -1.754)
O (2.516, 1.572, -1.061)
C (4.599, 1.350, -2.234)
C (5.209, 2.565, -1.983)
C (6.461, 2.795, -2.538)
C (7.083, 1.827, -3.324)
C (6.467, 0.605, -3.571)
C (5.222, 0.399, -3.012)
H (4.707, 3.301, -1.368)
H (6.966, 3.737, -2.359)
H (8.061, 2.029, -3.744)
H (6.943, -0.157, -4.174)

Calculated energy above the lowest of the compared OMol25 structures with the same formula, charge and spin, 577.4, 35.5, 0.0 kJ/mol (same order as the records).